(1)
ORCA calculation (wB97M-V/def2-TZVPD) on a structure of composition C30H37Cl3N3O3OsSSe2Si at a distorted geometry.

- spin multiplicity = 5
- gap between HOMO and LUMO (alpha / beta) (eV) = 6.72 / 6.48
- energy relative to the best compared isomer or geometry (same formula, charge and spin) (kJ/mol) = 0.0
- highest occupied orbital energy (alpha / beta) (eV) = -9.688 / -10.965
- energy (eV) = -231755.7614
- charge = +1

```
81
C30H37Cl3N3O3OsSSe2Si | OMol25 | wB97M-V/def2-TZVPD
Os 0.87 0.40 -1.48
Se 2.82 0.55 -2.78
Se 0.02 -1.70 -2.02
Cl 0.42 -0.20 8.07
Cl -6.43 0.38 0.57
Cl -2.17 -2.70 1.45
S 1.92 -2.64 7.20
Si -1.62 2.07 -2.87
O 2.61 -3.20 -5.71
O 4.53 -3.38 -2.03
O -1.96 -0.53 5.47
N 0.87 0.27 0.46
N 0.27 0.31 2.60
N 0.09 2.02 -2.06
C -2.04 3.85 -2.77
C 1.67 -0.01 2.56
C -1.94 -1.76 6.21
C -0.56 0.45 3.84
C 1.15 -2.42 -3.48
C 3.32 -1.13 -3.75
C -1.55 -0.72 4.07
C 2.55 5.43 -2.26
C -0.16 0.47 1.31
C 1.26 3.86 -0.89
C 2.01 -0.08 1.25
C -2.80 -0.53 3.13
C 1.28 3.67 -3.31
C 0.89 3.21 -2.08
C -3.02 -1.24 1.92
C -0.58 -2.30 6.52
C -4.11 -0.94 1.12
C -3.76 0.39 3.53
C 1.16 -3.78 6.16
C 2.68 -2.46 -3.37
C 2.11 4.97 -0.99
C 3.17 -3.47 -4.44
C -5.06 -0.01 1.50
C -1.55 1.53 -4.65
C -2.80 0.93 -1.97
C 2.07 4.84 -3.43
C 0.43 -1.73 7.30
C -0.13 -3.51 5.88
C -4.87 0.63 2.73
C 3.14 -2.96 -2.00
H 3.19 -3.48 -6.43
H 0.08 0.61 4.73
H 2.31 5.21 -4.42
H -1.15 0.79 0.99
H 1.73 -4.63 5.77
H 3.29 6.21 -2.30
H 0.75 -3.44 -3.55
H 0.87 3.52 0.07
H -5.60 1.38 3.07
H -1.06 -1.69 3.89
H 2.87 -4.52 -4.10
H -3.05 1.32 -0.98
H 3.01 -0.85 -4.76
H 4.26 -3.53 -4.45
H 4.37 -1.22 -3.65
H -2.37 -0.10 -1.93
H 2.32 0.01 3.41
H -2.53 1.48 -5.14
H -0.73 -4.17 5.20
H -3.73 0.86 -2.55
H -4.22 -1.51 0.22
H -1.86 4.24 -1.80
H -2.52 -2.46 5.56
H -1.17 0.52 -4.71
H -1.49 4.45 -3.49
H 2.46 5.53 -0.11
H -2.51 -1.58 7.15
H -3.12 3.92 -3.04
H -1.15 1.35 3.67
H -3.69 0.86 4.51
H 0.94 3.15 -4.18
H 2.91 -0.32 0.71
H 5.02 -3.17 -1.23
H 3.04 -2.07 -1.35
H 2.44 -3.79 -1.64
H 0.87 -1.90 -4.39
H -0.95 2.20 -5.25
```



(2)
ORCA calculation (wB97M-V/def2-TZVPD) on a structure of composition C30H37ClGaN3P.

- gap between HOMO and LUMO (eV) = 6.96
- energy relative to the best compared isomer or geometry (same formula, charge and spin) (kJ/mol) = 38.7
- highest occupied orbital energy (eV) = -9.472
- energy (eV) = -110362.3945
- charge = +1

```
73
C30H37ClGaN3P | OMol25 | wB97M-V/def2-TZVPD
Ga 0.01 -1.01 -1.34
Cl 2.72 -1.82 -1.21
P 0.84 -0.69 1.20
N -0.27 2.99 -2.13
N 0.51 0.76 -1.90
N -1.72 1.20 -2.32
C 1.91 1.23 -1.89
C -3.71 -3.08 -1.64
C -2.17 -3.03 -1.58
C -2.51 3.39 -3.03
C 2.65 -0.79 1.36
C 0.44 -2.93 2.72
C 4.82 -1.34 0.39
C 1.07 3.53 -1.92
C -1.80 -1.55 -1.58
C 3.45 -1.25 0.31
C -0.95 1.39 1.31
C 4.69 -0.54 2.65
C -0.49 1.66 -2.11
C 5.44 -0.97 1.57
C -1.38 3.94 -2.19
C -0.43 3.72 1.62
C -1.71 -3.78 -0.33
C -0.46 -0.92 3.70
C 1.33 2.08 1.65
C -0.03 -3.67 3.79
C -1.37 2.71 1.41
C 0.91 3.41 1.74
C -0.94 -1.67 4.77
C -0.73 -3.04 4.81
C -2.91 2.05 -2.44
C 0.41 1.06 1.45
C 2.06 2.58 -2.54
C 0.24 -1.55 2.67
C -1.59 -3.71 -2.82
C 3.31 -0.46 2.55
H 1.27 3.65 -0.85
H 1.85 2.50 -3.61
H -1.11 -3.62 5.65
H -1.73 4.17 -1.18
H -2.09 -3.30 0.58
H 3.08 2.95 -2.42
H -1.48 -1.18 5.57
H 2.28 1.27 -0.86
H -3.38 2.19 -1.46
H -1.68 0.61 1.15
H 6.52 -1.04 1.64
H -0.62 -3.80 -0.27
H -2.06 -4.82 -0.34
H 2.52 0.51 -2.43
H -0.99 4.87 -2.62
H 5.39 -1.71 -0.45
H 0.13 -4.74 3.82
H -2.42 2.95 1.32
H -3.62 1.53 -3.07
H -2.12 -1.10 -0.61
H -0.62 0.15 3.68
H 0.97 -3.43 1.92
H 2.72 -0.13 3.40
H 1.10 4.51 -2.38
H 1.64 4.19 1.92
H 2.39 1.85 1.75
H -4.08 -2.54 -2.52
H -4.15 -2.63 -0.75
H -1.90 -4.76 -2.87
H 5.18 -0.27 3.58
H -0.76 4.75 1.70
H -1.93 -3.20 -3.73
H -0.50 -3.68 -2.80
H -4.05 -4.11 -1.70
H -2.18 3.25 -4.06
H -3.35 4.08 -3.03
H -1.87 0.16 -2.34
```



(3)
ORCA calculation (wB97M-V/def2-TZVPD) on a structure of composition C30H37FeN2O2P2S2.

- spin multiplicity = 2
- gap between HOMO and LUMO (alpha / beta) (eV) = 7.41 / 7.17
- energy relative to the best compared isomer or geometry (same formula, charge and spin) (kJ/mol) = 0.0
- highest occupied orbital energy (alpha / beta) (eV) = -6.767 / -6.531
- energy (eV) = -113425.4877
- charge = 0

```
76
C30H37FeN2O2P2S2 | OMol25 | wB97M-V/def2-TZVPD
Fe 0.49 0.37 0.03
S -0.07 -0.41 -2.22
S 0.25 2.59 -0.96
P -0.10 1.55 -2.61
P 2.41 -0.57 0.34
O 0.97 2.00 -3.71
O -1.45 1.96 -3.36
N 0.88 1.29 1.82
N 2.85 0.09 1.87
C 3.82 -0.12 -0.72
C -0.71 -0.55 4.17
C 0.54 2.16 -6.08
C -2.49 0.07 2.49
C -2.72 1.75 -2.71
C 2.76 -2.92 1.90
C 2.72 -2.35 0.63
C 3.65 0.93 -1.61
C -3.28 3.07 -2.23
C -0.84 -1.54 1.86
C 4.71 1.36 -2.41
C 0.29 2.81 3.57
C 2.85 -4.30 2.05
C 2.76 -3.18 -0.49
C 2.89 -5.12 0.93
C 6.12 -0.33 -1.43
C 5.07 -0.75 -0.64
C -4.33 0.77 0.92
C 2.02 1.01 2.46
C 2.35 1.61 3.68
C 2.85 -4.56 -0.34
C 1.02 1.27 -4.96
C -3.11 -0.05 1.25
C 5.94 0.73 -2.32
C -1.47 -1.74 0.64
C 1.48 2.52 4.24
C 0.04 2.18 2.37
C -2.59 -0.96 0.33
C -1.36 -0.67 2.82
C -1.02 -2.85 -0.26
H 3.28 1.35 4.17
H -4.28 2.92 -1.81
H 3.76 -0.04 2.28
H 2.87 -4.73 3.04
H -0.41 3.53 3.96
H 4.56 2.18 -3.10
H 7.08 -0.82 -1.36
H -1.46 -3.79 0.09
H 2.88 -5.19 -1.22
H 2.71 -2.28 2.77
H -3.36 3.77 -3.06
H -2.59 1.04 -1.89
H -0.85 2.38 1.80
H -2.64 3.50 -1.47
H -1.10 0.31 4.72
H 1.72 2.99 5.18
H 2.07 0.98 -5.10
H 2.69 1.43 -1.68
H 1.13 3.07 -6.13
H -3.37 1.29 -3.46
H -1.34 -2.70 -1.29
H -5.24 0.25 1.22
H 6.77 1.06 -2.94
H 0.04 -2.13 2.09
H 2.72 -2.75 -1.48
H -4.30 1.73 1.43
H -3.07 -1.08 -0.63
H -4.40 0.95 -0.16
H 2.96 -6.19 1.05
H -2.90 0.76 3.22
H -0.50 2.43 -5.92
H 0.06 -2.97 -0.25
H 0.37 -0.42 4.07
H 5.20 -1.59 0.04
H -0.88 -1.45 4.76
H 0.43 0.36 -4.89
H 0.62 1.64 -7.04
```